Record 1
DFT (ωB97M-V/def2-TZVPD) results for a cluster of 4 separate species, C38H56BF9N3O6 in total in a non-equilibrium geometry.

CARTESIAN COORDINATES (ANGSTROEM)
1 F -5.62 6.14 3.97
2 F 3.74 -8.46 -2.96
3 F -6.60 6.37 2.04
4 F 4.26 -6.40 -3.46
5 F 2.22 -7.11 -3.76
6 F 8.39 0.15 -3.61
7 F 9.04 -1.47 -4.92
8 F 9.48 -1.54 -2.78
9 F -7.44 7.32 3.81
10 O -4.14 7.94 2.57
11 O 6.20 -1.46 -2.90
12 O 4.49 -7.23 -6.13
13 O -5.84 9.44 2.91
14 O 3.38 -9.15 -5.57
15 O 7.30 -3.25 -3.82
16 N -6.74 -1.40 2.37
17 N 0.94 -3.64 -1.22
18 N 3.26 -0.14 2.56
19 C -5.81 -1.33 1.14
20 C 0.87 1.71 2.39
21 C -6.58 -0.43 3.53
22 C -2.71 9.67 3.49
23 C 5.38 2.31 2.43
24 C -5.43 8.29 2.89
25 C 6.21 1.14 5.16
26 C 1.88 1.63 1.11
27 C -7.80 -0.81 4.60
28 C -4.86 2.66 1.23
29 C 0.01 3.13 2.23
30 C -3.70 3.21 2.26
31 C -5.76 0.11 -1.22
32 C -6.69 -0.48 0.00
33 C 3.53 -7.47 -3.88
34 C 1.77 -2.66 -1.97
35 C -4.30 2.13 -0.22
36 C 8.51 -1.20 -3.68
37 C 3.88 -7.90 -5.31
38 C -3.26 9.02 2.24
39 C 5.66 1.70 3.97
40 C 2.22 -0.99 0.40
41 C 4.30 0.80 0.39
42 C 3.60 -9.66 -6.89
43 C 4.99 -10.26 -7.01
44 C 2.39 -1.37 -1.21
45 C -5.62 1.75 -1.14
46 C 5.12 -3.87 -4.69
47 C -1.28 2.88 1.23
48 C -7.88 -2.40 2.46
49 C 0.71 -3.33 0.22
50 C 6.15 -4.07 -3.59
51 C -8.62 -2.08 3.92
52 C 1.25 -2.12 1.16
53 C -6.27 7.04 3.18
54 C 5.57 1.06 1.39
55 C -2.45 4.00 1.54
56 C 7.20 -1.94 -3.42
57 B 2.91 0.30 1.15
58 H -5.77 0.41 3.58
59 H 5.76 -9.49 -6.87
60 H 5.72 -3.87 -2.60
61 H 2.85 -10.44 -7.06
62 H 6.11 3.20 2.17
63 H 6.81 0.43 5.91
64 H 5.15 -11.02 -6.24
65 H 0.98 -2.01 2.31
66 H 0.09 0.82 2.36
67 H 4.04 1.79 -0.20
68 H 4.68 0.03 -0.44
69 H 4.74 -2.84 -4.70
70 H 3.42 -8.88 -7.64
71 H 2.43 -0.49 3.10
72 H -0.28 3.61 3.26
73 H -4.72 -0.43 -1.20
74 H 1.25 1.57 0.11
75 H 5.89 0.04 1.92
76 H -3.76 9.75 1.59
77 H 1.43 1.77 3.44
78 H -6.59 2.22 -0.64
79 H 2.01 -2.80 -3.13
80 H -2.82 4.58 0.58
81 H 5.13 -10.71 -8.00
82 H 3.07 -0.63 -1.86
83 H -2.44 8.59 1.66
84 H -3.51 10.13 4.08
85 H -2.23 8.92 4.14
86 H -9.57 -2.60 4.39
87 H -3.66 1.14 -0.11
88 H 6.49 -5.11 -3.60
89 H -5.35 1.72 1.76
90 H -7.16 0.43 0.61
91 H -5.57 -2.40 0.71
92 H -6.35 -0.14 -2.23
93 H -4.82 -0.74 1.41
94 H 5.57 -4.05 -5.67
95 H -1.67 1.78 1.40
96 H -1.98 10.44 3.24
97 H 4.27 -4.55 -4.56
98 H -3.70 2.95 -0.81
99 H -4.18 3.96 3.05
100 H 0.01 -4.12 0.79
101 H -7.57 -1.17 -0.35
102 H 0.75 3.86 1.65
103 H -0.89 3.02 0.14
104 H -5.55 2.14 -2.24
105 H -8.16 -3.22 1.66
106 H 4.28 2.70 2.39
107 H -3.23 2.33 2.89
108 H -2.00 4.83 2.26
109 H 3.91 -0.97 2.50
110 H 2.52 2.63 1.11
111 H 6.49 1.34 0.69
112 H -7.97 -0.23 5.60
113 H -5.72 3.45 1.13

Results
Gap between HOMO and LUMO: 6.55 eV
Charge: -1
Largest force on an atom: 0.188 hartree/bohr
2S+1: 1
Lowest unoccupied orbital energy: 1.75 eV
E_tot: -3020.19975 a.u.

---

Record 2
DFT (ωB97M-V/def2-TZVPD) results for a structure of composition C38H57Cl3N13O4Ta in a non-equilibrium geometry.

CARTESIAN COORDINATES (ANGSTROEM)
1 Ta 0.37 0.00 -0.38
2 Cl 2.27 -2.83 -2.11
3 Cl 4.45 1.82 -0.26
4 Cl 1.91 -6.74 2.17
5 O -1.00 -7.18 0.91
6 O -2.22 -5.32 1.22
7 O -0.58 -1.68 -0.51
8 O -1.61 -3.56 -1.08
9 N -3.51 -0.99 -0.02
10 N 2.37 -0.12 3.58
11 N -0.37 0.80 -2.37
12 N 1.00 0.46 1.74
13 N -3.99 0.24 1.86
14 N 1.39 -3.25 0.63
15 N 2.13 -0.07 -0.78
16 N 2.12 -4.24 1.16
17 N 0.13 2.32 -0.13
18 N 0.58 -1.45 3.06
19 N 0.52 -0.70 -3.93
20 N -1.38 0.54 -4.48
21 N -1.97 0.61 0.67
22 C -1.15 0.41 -5.92
23 C 0.22 2.93 -1.47
24 C -1.07 -5.99 0.98
25 C 4.87 -2.29 -2.00
26 C 2.28 -0.23 5.03
27 C -3.30 -0.87 -1.45
28 C 3.39 -0.54 -1.13
29 C -3.12 -0.02 0.84
30 C 4.03 -2.81 1.58
31 C 0.19 -3.74 0.44
32 C 5.82 -0.24 -1.23
33 C 3.70 0.20 3.08
34 C 0.09 -5.07 0.90
35 C 3.61 -1.81 -1.69
36 C 1.31 -0.35 2.76
37 C -1.10 2.84 0.53
38 C 5.40 -2.60 1.63
39 C 4.55 0.22 -0.92
40 C -1.79 1.84 1.42
41 C 1.15 -2.61 3.74
42 C -0.77 -3.01 -0.44
43 C -0.77 2.21 -2.36
44 C -0.44 0.21 -3.57
45 C 5.78 -4.90 1.03
46 C -2.68 1.12 -4.17
47 C -5.43 0.22 1.63
48 C 4.41 -5.12 0.97
49 C -0.86 -1.54 2.90
50 C 1.36 -5.36 1.35
51 C 0.21 -1.86 -4.75
52 C 6.27 -3.65 1.36
53 C 5.98 -1.51 -1.76
54 C 3.54 -4.07 1.26
55 C -4.34 -2.12 0.39
56 C 1.89 -0.21 -4.03
57 C 1.40 1.88 1.94
58 C 1.31 2.69 0.67
59 C -3.63 0.52 3.24
60 H 2.07 0.23 -5.01
61 H 1.24 -0.33 5.33
62 H 0.73 -3.50 3.28
63 H -1.12 -2.45 2.37
64 H -3.92 -3.03 -0.03
65 H 3.73 0.17 1.99
66 H 0.77 2.32 2.72
67 H -4.02 1.50 3.56
68 H 4.03 1.19 3.42
69 H 2.08 0.54 -3.26
70 H -1.78 2.35 -1.99
71 H 6.67 0.40 -1.05
72 H -5.65 0.19 0.57
73 H -5.37 -2.02 0.04
74 H 2.67 0.69 5.47
75 H -2.53 -0.13 -1.62
76 H -0.72 2.63 -3.37
77 H -4.34 -2.21 1.47
78 H 4.96 -3.28 -2.43
79 H -2.97 -1.82 -1.86
80 H -4.06 -0.24 3.89
81 H -0.83 -2.14 -4.61
82 H -1.33 -1.58 3.89
83 H 2.18 2.50 0.04
84 H 1.28 3.75 0.91
85 H 2.23 -2.63 3.61
86 H 0.02 4.00 -1.41
87 H -1.81 3.13 -0.24
88 H -3.45 0.53 -4.67
89 H -4.23 -0.57 -1.94
90 H -2.56 0.52 3.38
91 H -1.20 1.67 2.33
92 H -0.08 0.39 -6.14
93 H -2.92 -5.98 1.25
94 H -1.57 1.29 -6.40
95 H 1.23 2.78 -1.85
96 H -1.22 -0.69 2.35
97 H -2.74 2.28 1.73
98 H 6.97 -1.87 -2.01
99 H -0.84 3.75 1.08
100 H 4.41 -0.54 3.46
101 H 2.43 1.98 2.27
102 H -2.73 2.14 -4.54
103 H 7.34 -3.48 1.41
104 H -1.63 -0.48 -6.33
105 H 2.86 -1.07 5.41
106 H 2.59 -1.03 -3.90
107 H 0.41 -1.69 -5.81
108 H -5.92 -0.63 2.12
109 H -2.88 1.11 -3.11
110 H 0.84 -2.68 -4.42
111 H -5.86 1.14 2.04
112 H 3.33 -2.00 1.74
113 H 4.03 -6.08 0.67
114 H 5.78 -1.62 1.85
115 H 0.91 -2.62 4.80
116 H 6.45 -5.71 0.81

Results
ΔE to the lowest compared entry with this formula, charge and spin: 41.0 kJ/mol
Gap between HOMO and LUMO: 8.02 eV
Charge: +2
Largest force on an atom: 0.026 hartree/bohr
2S+1: 1
Lowest unoccupied orbital energy: -4.83 eV
E_tot: -3932.27491 a.u.

---

no.,HOMO level (eV)
1,-4.8
2,-12.9